{
  "formula": "C44H58ClFN2O9P2",
  "method": "wB97M-V/def2-TZVPD",
  "smiles": "C#Cc1cc(COC)c2c(c1Cc1ccccc1C)C(=O)c1c(c(N)c([PH2]=N)c([C@H](F)CC)c1P(O)Cl)C2=O.CC(C)=O.CC(C)=O.CC(C)=O.CC(C)=O.CC(C)=O",
  "homo_ev": -7.67,
  "total_energy_ev": -101759.3570,
  "orbital_gap_ev": 5.7863,
  "elements": ["C", "C", "C", "C", "C", "C", "O", "C", "C", "C", "C", "C", "C", "C", "C", "C", "C", "C", "C", "C", "O", "C", "C", "C", "N", "C", "P", "N", "C", "C", "F", "C", "C", "C", "P", "O", "Cl", "C", "O", "H", "H", "H", "H", "H", "H", "H", "H", "H", "H", "H", "H", "H", "H", "H", "H", "H", "H", "H", "H", "H", "H", "H", "H", "H", "H", "H", "H", "C", "C", "C", "O", "H", "H", "H", "H", "H", "H", "C", "C", "C", "O", "H", "H", "H", "H", "H", "H", "C", "C", "C", "O", "H", "H", "H", "H", "H", "H", "C", "C", "C", "O", "H", "H", "H", "H", "H", "H", "C", "C", "C", "O", "H", "H", "H", "H", "H", "H"],
  "xyz": [[-4.834443, -5.798866, -2.316856], [-3.802061, -5.682499, -1.351534], [-2.704153, -5.442773, -0.115042], [-2.451934, -6.775406, 0.850224], [-1.423749, -6.671587, 2.142868], [-1.219263, -8.031544, 3.052287], [0.185583, -8.501361, 2.916173], [0.349991, -9.243695, 1.655173], [-0.710829, -5.218743, 2.402378], [-0.922490, -3.873402, 1.436406], [-1.949391, -3.989044, 0.163276], [-2.274884, -2.722725, -0.825807], [-1.277624, -2.662704, -2.167265], [-0.980275, -4.017801, -3.082623], [0.026357, -3.969936, -4.394080], [0.736130, -2.546536, -4.808147], [0.394972, -1.191053, -3.902538], [-0.606062, -1.223797, -2.575095], [-0.823577, 0.192986, -1.728252], [-0.080405, -2.487631, 1.848023], [-0.642114, -1.295885, 1.633643], [1.391885, -2.749580, 2.553238], [1.582514, -4.080594, 3.548223], [2.991582, -4.451297, 4.314025], [3.139076, -5.676486, 5.189301], [4.296019, -3.454610, 4.083848], [5.921682, -3.950940, 5.019399], [7.238451, -3.939831, 4.028358], [4.183635, -2.123567, 3.120324], [5.497123, -1.123967, 2.907596], [5.192349, 0.306863, 3.267609], [6.126904, -1.186086, 1.386302], [5.971301, -2.695300, 0.682176], [2.722548, -1.809460, 2.368948], [2.713140, -0.268297, 1.216596], [1.474510, 0.879784, 1.664746], [2.308636, -1.115895, -0.736157], [0.293594, -5.077692, 3.721770], [0.075556, -5.726921, 4.893301], [-5.609601, -6.228151, -3.113578], [-3.006119, -7.782191, 0.629447], [-1.484609, -7.724627, 4.167228], [-1.981115, -8.860983, 2.700946], [1.286580, -9.949646, 1.775154], [0.559090, -8.531241, 0.720745], [-0.558569, -9.935994, 1.372037], [-2.353580, -1.681421, -0.294765], [-3.359135, -2.930841, -1.280526], [-1.459786, -5.065283, -2.827040], [0.258438, -4.918150, -5.053985], [1.478865, -2.490397, -5.724798], [0.906229, -0.162648, -4.227872], [-0.397123, -0.027951, -0.635205], [-1.950049, 0.477501, -1.577237], [-0.155014, 1.077359, -2.141821], [3.452041, -5.435735, 6.168239], [3.910623, -6.240868, 4.721249], [5.698433, -5.228269, 5.656589], [6.088701, -2.943131, 6.055430], [7.635162, -4.916898, 4.076848], [6.367969, -1.442842, 3.655709], [7.303656, -1.047868, 1.520816], [5.637688, -0.344200, 0.724775], [6.690237, -2.783299, -0.238888], [4.847715, -2.849339, 0.368493], [6.326428, -3.452266, 1.524226], [1.387422, 1.488973, 0.861326], [-1.659773, 3.522444, -5.706242], [-0.551513, 2.503859, -5.712485], [0.257658, 2.366609, -6.974378], [-0.316013, 1.810306, -4.724305], [-2.157626, 3.510984, -4.730847], [-1.248149, 4.520367, -5.877211], [-2.394646, 3.276625, -6.476983], [0.754746, 3.312989, -7.201829], [-0.391749, 2.069247, -7.801601], [1.021540, 1.594495, -6.833423], [-0.515660, 6.359434, -1.063170], [-0.293924, 5.813932, -2.448470], [0.949457, 4.998246, -2.682204], [-1.097960, 6.026433, -3.354752], [-1.451851, 6.927323, -1.042384], [-0.589525, 5.536812, -0.347383], [0.305122, 7.027974, -0.791363], [0.940861, 4.114968, -2.038610], [1.835506, 5.606130, -2.482591], [0.977343, 4.670465, -3.726869], [2.141513, 10.405480, -1.509711], [2.096996, 9.715826, -0.172479], [1.645024, 10.527346, 1.012058], [2.417539, 8.534395, -0.052260], [2.485928, 9.698073, -2.271508], [1.141766, 10.753323, -1.781788], [2.839524, 11.245610, -1.471390], [0.623164, 10.880575, 0.852378], [2.320921, 11.372863, 1.162776], [1.662786, 9.900073, 1.909698], [-3.873562, 9.340695, 1.743997], [-2.703281, 8.394183, 1.762718], [-2.933947, 7.016612, 2.324023], [-1.600757, 8.733319, 1.335627], [-3.559963, 10.296916, 1.311930], [-4.676963, 8.926031, 1.129902], [-4.225727, 9.516271, 2.763632], [-3.695428, 6.498379, 1.735766], [-3.244193, 7.088619, 3.369496], [-2.001971, 6.443527, 2.273648], [-7.308390, -1.037708, -0.136853], [-6.138109, -1.984220, -0.118133], [-6.368775, -3.361791, 0.443173], [-5.035585, -1.645084, -0.545224], [-6.994791, -0.081487, -0.568921], [-8.111792, -1.452373, -0.750948], [-7.660556, -0.862133, 0.882783], [-7.130257, -3.880023, -0.145084], [-6.679022, -3.289784, 1.488646], [-5.436799, -3.934877, 0.392798]],
  "forces_ev_per_a": [[7.0, -0.1, 6.5], [-5.7, -0.3, -4.8], [0.7, -0.7, 1.6], [2.1, 3.9, 0.9], [-1.5, 2.9, -2.9], [-0.1, 1.3, -0.1], [-2.4, -0.5, -1.2], [0.8, -0.5, -1.0], [-1.0, -0.4, -1.4], [-1.3, -3.3, -0.3], [0.5, -1.9, 1.8], [-0.5, -1.0, -1.5], [2.2, 0.4, -2.3], [2.0, 3.1, -1.3], [-0.6, 3.9, 2.2], [-2.8, -0.2, 3.6], [-1.1, -3.2, 0.6], [1.1, -2.6, -2.5], [0.9, -1.3, 1.0], [-2.8, 3.3, -1.0], [3.9, -7.3, 1.3], [3.7, -1.3, 2.2], [1.5, 1.0, -0.5], [-0.2, 3.4, -2.0], [1.1, 1.5, -1.6], [-3.9, 0.9, -1.6], [1.5, 0.9, -2.4], [-1.6, -1.5, 1.7], [-2.8, -1.8, 0.8], [0.5, -0.3, 0.1], [0.3, -3.2, -0.8], [0.6, -0.5, 0.0], [0.0, 0.7, 1.1], [-1.2, -2.9, 2.1], [0.7, 1.1, 0.2], [0.9, -1.5, -2.1], [-0.5, 0.2, 1.4], [-0.7, -2.1, 4.1], [1.2, 4.0, -7.6], [2.3, 1.3, 2.2], [1.2, 2.2, 0.4], [1.1, -0.8, -2.4], [1.5, 1.7, 0.5], [-1.9, 1.6, -0.1], [-0.5, -1.3, 2.1], [1.5, 1.4, 0.8], [0.5, -2.3, -0.9], [2.4, 0.4, 1.2], [1.0, 2.5, -0.4], [-0.7, 2.1, 1.7], [-1.8, -0.1, 2.2], [-1.4, -2.5, 0.9], [-1.0, 0.4, -2.2], [2.2, -0.5, -0.7], [-1.7, -2.0, 0.4], [-0.6, -0.1, -1.6], [-1.4, 0.8, 1.0], [-0.2, 1.1, -0.1], [-0.7, -0.8, -0.5], [-0.4, 1.3, -0.3], [-2.2, 0.6, -1.5], [-2.7, 0.1, -0.3], [1.1, -1.7, 1.4], [-1.5, 0.3, 1.8], [2.3, 0.1, 0.6], [-0.9, 1.3, -1.9], [0.2, -1.1, 1.5], [-0.1, -0.2, 0.4], [0.1, -0.8, 1.2], [0.3, -0.4, 0.2], [-0.2, 1.0, -1.2], [0.2, 0.0, -0.2], [-0.1, 0.0, -0.1], [0.1, 0.1, -0.1], [-0.2, 0.0, -0.2], [0.1, 0.2, 0.0], [-0.2, 0.2, 0.0], [-0.4, 0.2, -0.2], [-1.0, 0.3, -1.0], [-0.1, -0.1, -0.5], [0.9, -0.3, 1.0], [0.2, -0.1, 0.0], [0.2, 0.1, 0.0], [0.0, -0.2, 0.2], [0.2, 0.1, 0.1], [0.0, -0.1, 0.2], [0.0, 0.0, 0.2], [0.1, -0.4, -0.3], [0.4, -1.5, 0.3], [0.1, -0.3, 0.3], [-0.4, 1.4, -0.2], [-0.1, 0.1, 0.2], [0.1, 0.2, 0.1], [-0.2, 0.1, 0.0], [0.1, 0.1, 0.0], [-0.2, 0.1, -0.1], [0.0, 0.1, -0.2], [0.2, 0.4, -0.2], [1.5, 0.4, -0.6], [0.5, -0.2, -0.1], [-1.4, -0.4, 0.5], [0.0, -0.2, 0.1], [-0.1, 0.0, 0.2], [-0.2, -0.1, -0.1], [-0.1, 0.1, 0.2], [-0.2, -0.1, -0.1], [-0.2, 0.2, 0.0], [0.2, 0.4, -0.2], [1.4, 0.4, -0.5], [0.5, -0.1, -0.1], [-1.6, -0.3, 0.6], [0.0, -0.2, 0.1], [-0.1, 0.0, 0.2], [-0.2, -0.1, -0.1], [-0.1, 0.0, 0.2], [-0.2, 0.0, -0.1], [-0.2, 0.1, 0.0]],
  "lowdin_charge": [0.061, -0.092, -0.098, 0.046, -0.045, -0.178, -0.242, -0.132, 0.034, 0.045, -0.021, -0.143, -0.080, -0.021, -0.087, -0.080, -0.039, -0.155, -0.121, -0.172, -0.028, 0.007, 0.038, -0.146, -0.008, -0.180, 0.722, -0.347, -0.057, -0.242, -0.131, -0.200, -0.125, -0.241, 0.671, -0.387, 0.172, -0.176, -0.041, 0.063, 0.103, 0.140, 0.125, 0.103, 0.110, 0.096, 0.106, 0.100, 0.069, 0.075, 0.075, 0.078, 0.035, 0.087, 0.073, 0.086, 0.088, -0.007, 0.007, -0.034, 0.127, 0.123, 0.093, 0.081, 0.061, 0.063, 0.061, -0.026, -0.481, -0.022, 0.023, 0.085, 0.084, 0.085, 0.086, 0.087, 0.082, -0.019, -0.481, -0.014, 0.039, 0.078, 0.088, 0.073, 0.082, 0.088, 0.075, -0.027, -0.491, -0.028, 0.037, 0.083, 0.087, 0.085, 0.083, 0.084, 0.087, -0.027, -0.491, -0.025, 0.039, 0.084, 0.087, 0.086, 0.088, 0.086, 0.083, -0.026, -0.472, -0.019, 0.037, 0.085, 0.086, 0.086, 0.087, 0.088, 0.061]
}



{
  "formula": "C35H33ClCoN4Si2",
  "method": "wB97M-V/def2-TZVPD",
  "homo_ev": [-2.58, -8.62],
  "total_energy_ev": -108691.9453,
  "orbital_gap_ev": [2.8392, 6.9082],
  "spin_multiplicity": 4,
  "s_squared": 3.77,
  "elements": ["C", "C", "C", "H", "C", "C", "H", "H", "H", "H", "Co", "Si", "C", "C", "H", "C", "H", "C", "H", "C", "H", "C", "H", "C", "C", "H", "C", "H", "C", "H", "C", "H", "C", "H", "H", "Si", "C", "C", "H", "C", "H", "C", "H", "C", "H", "C", "H", "C", "C", "H", "C", "H", "C", "H", "C", "H", "C", "H", "H", "Cl", "N", "C", "C", "N", "C", "C", "N", "C", "C", "N", "H", "H", "H", "H", "H", "H"],
  "xyz": [[3.546669, 4.053711, 1.862777], [3.578496, 3.348595, 0.621188], [2.289047, 3.414522, 0.040488], [4.476304, 2.963158, 0.161128], [1.442614, 4.143283, 0.908212], [2.218772, 4.565633, 2.028240], [1.913729, 5.262861, 2.809994], [4.386582, 4.258471, 2.515129], [2.020748, 3.063534, -0.949436], [0.407725, 4.423718, 0.723975], [2.247397, 2.608505, 1.877577], [-2.791737, -2.519445, -0.429940], [-2.157633, -4.041698, -1.315859], [-2.830780, -5.277502, -1.359499], [-3.743322, -5.423443, -0.767076], [-2.352466, -6.311231, -2.185518], [-2.896955, -7.259626, -2.234150], [-1.197352, -6.130795, -2.957158], [-0.826799, -6.935355, -3.595975], [-0.527173, -4.903796, -2.912713], [0.359351, -4.745134, -3.522376], [-1.008675, -3.875877, -2.105410], [-0.494783, -2.916026, -2.099802], [-4.368961, -2.050154, -1.315981], [-4.448608, -2.306560, -2.704058], [-3.743682, -3.004072, -3.169265], [-5.389441, -1.649087, -3.511231], [-5.390805, -1.820511, -4.589770], [-6.306963, -0.762683, -2.939588], [-6.979645, -0.180927, -3.575247], [-6.353232, -0.639500, -1.543056], [-7.123959, -0.010627, -1.090535], [-5.414078, -1.298019, -0.733868], [-5.468606, -1.211681, 0.354303], [-1.851444, -1.500288, -0.831820], [0.519339, 0.569274, 0.636247], [-0.621339, 1.685728, -0.341511], [-0.582897, 1.715166, -1.748259], [0.116707, 1.068884, -2.279510], [-1.483873, 2.514093, -2.464997], [-1.444860, 2.513823, -3.551736], [-2.466538, 3.256261, -1.805280], [-3.215998, 3.817238, -2.370190], [-2.507408, 3.228110, -0.404735], [-3.287345, 3.778091, 0.122142], [-1.594829, 2.454559, 0.324368], [-1.669797, 2.396889, 1.414459], [1.557496, -0.433712, -0.574401], [2.645527, 0.144790, -1.260481], [2.897642, 1.191194, -1.092111], [3.423756, -0.602638, -2.150076], [4.280331, -0.139397, -2.629451], [3.097943, -1.928395, -2.442019], [3.659063, -2.497282, -3.190172], [2.034106, -2.515462, -1.758411], [1.764359, -3.546942, -1.983289], [1.307988, -1.800617, -0.796922], [0.528292, -2.305984, -0.220601], [-2.694924, -2.497617, 1.084541], [-0.647227, -0.654097, 1.797644], [4.510600, 0.203717, 4.090502], [5.328226, 0.041048, 2.984641], [4.720948, 0.678366, 1.937828], [3.502144, 1.192977, 2.373625], [3.404051, 0.899618, 3.706255], [2.373451, 1.586188, 4.422962], [1.586119, 2.445740, 3.705050], [0.837727, 3.174517, 4.633607], [1.154899, 2.741344, 5.893035], [2.136437, 1.764326, 5.760944], [4.698204, -0.089406, 5.062169], [6.255584, -0.505339, 3.032574], [5.076119, 0.855268, 0.934774], [0.166195, 3.964741, 4.328040], [0.767626, 3.017009, 6.858243], [2.645823, 1.285976, 6.496824]],
  "forces_ev_per_a": [[0.4, 2.2, -0.3], [0.1, 1.1, -0.1], [-0.2, 0.8, -1.5], [-0.2, -0.4, 0.1], [-0.5, 1.0, -0.5], [1.2, 1.2, -0.5], [-0.1, -0.7, -0.1], [-0.2, -0.2, 0.0], [-0.1, -0.1, 0.3], [0.3, -0.3, 0.1], [-0.2, -3.0, 2.1], [0.0, -0.3, 0.2], [0.1, -0.5, 0.0], [0.4, -0.1, -0.3], [0.4, 0.0, -0.3], [-0.1, 0.2, 0.2], [0.2, 0.3, 0.0], [-0.2, 0.3, 0.2], [-0.2, 0.2, 0.2], [-0.2, -0.3, 0.0], [-0.1, 0.0, 0.1], [-0.2, -0.2, 0.0], [-0.2, -0.3, -0.1], [-1.2, 0.0, -0.1], [0.0, 0.4, 0.1], [-0.2, 0.4, 0.1], [0.1, -0.1, 0.3], [0.0, 0.0, 0.3], [0.3, -0.2, 0.3], [0.1, -0.3, 0.3], [0.1, -0.1, -0.1], [0.3, -0.2, -0.1], [0.2, 0.1, -0.6], [0.0, 0.2, -0.3], [0.5, 0.6, -0.2], [0.2, 0.1, -0.7], [-0.4, 0.1, -0.2], [-0.3, 0.3, 0.3], [-0.1, 0.3, 0.1], [0.0, -0.2, 0.1], [0.0, 0.0, 0.2], [0.3, -0.2, 0.3], [0.3, -0.1, 0.2], [0.0, -0.2, 0.1], [0.2, -0.1, -0.1], [-0.1, 0.0, -0.5], [0.0, 0.1, -0.3], [0.4, -0.4, 0.0], [0.0, -0.3, 0.0], [0.0, -0.3, 0.0], [-0.2, 0.1, 0.0], [-0.1, 0.0, 0.0], [-0.2, 0.2, 0.2], [-0.2, 0.2, 0.3], [0.0, 0.0, 0.1], [0.1, 0.2, 0.2], [0.2, 0.2, -0.1], [0.2, 0.2, -0.3], [-0.6, -0.3, -0.7], [0.0, -0.2, 0.3], [-0.8, 0.4, -1.0], [-0.5, 0.3, 0.3], [-1.0, 0.2, 0.7], [0.4, -0.9, 1.6], [2.0, -0.4, -1.9], [-1.7, 2.0, 1.1], [0.4, -1.0, 1.7], [0.7, -0.9, -0.3], [0.5, -0.5, -0.5], [-0.9, 0.6, -2.1], [-0.1, -0.1, 0.3], [-0.1, 0.1, 0.1], [-0.1, -0.3, 0.1], [0.0, -0.2, 0.0], [0.1, 0.1, -0.1], [0.4, -0.5, 0.5]],
  "lowdin_spin": [0.035, -0.013, 0.046, -0.001, 0.009, 0.016, 0.002, 0.011, 0.004, 0.001, 1.007, 0.003, 0.000, 0.000, 0.000, 0.000, 0.000, 0.000, 0.000, 0.000, 0.000, 0.000, 0.000, 0.000, 0.000, 0.000, 0.000, 0.000, 0.000, 0.000, 0.000, 0.000, 0.000, 0.000, 0.000, 0.458, 0.075, 0.022, 0.001, 0.001, 0.000, 0.015, 0.001, -0.002, 0.000, 0.018, 0.002, 0.068, 0.017, 0.001, -0.002, 0.000, 0.016, 0.001, 0.000, 0.000, 0.021, 0.001, 0.003, 0.132, 0.122, 0.071, 0.011, 0.017, 0.107, 0.100, 0.017, 0.011, 0.058, 0.110, 0.200, 0.014, 0.001, 0.001, 0.011, 0.180]
}